{
  "formula": "C60H48CoFGeN3OP3S",
  "method": "ωB97M-V with the def2-TZVPD basis set",
  "total_charge": -1,
  "spin_multiplicity": 4,
  "homo_energy_ev": [-4.11, -4.43],
  "orbital_gap_ev": [6.36, 5.78],
  "symbols": ["Co", "F", "Ge", "C", "C", "C", "C", "C", "C", "P", "C", "C", "C", "C", "C", "C", "C", "C", "C", "C", "C", "C", "C", "C", "C", "C", "C", "C", "P", "C", "C", "C", "C", "C", "C", "C", "C", "C", "C", "C", "C", "C", "C", "C", "C", "C", "C", "P", "C", "C", "C", "C", "C", "C", "C", "C", "C", "C", "C", "C", "H", "H", "H", "H", "H", "H", "H", "H", "H", "H", "H", "H", "H", "H", "H", "H", "H", "H", "H", "H", "H", "H", "H", "H", "H", "H", "H", "H", "H", "H", "H", "H", "H", "H", "H", "H", "H", "H", "H", "H", "H", "H", "O", "C", "N", "S", "N", "C", "C", "C", "C", "C", "N", "H", "H", "H", "H", "H", "H"],
  "positions_angstrom": [[-0.07, -0.34, 0.18], [-0.18, -0.99, 4.13], [0.44, -0.88, 2.46], [-0.38, -2.70, 2.15], [-0.07, -3.63, 3.14], [-0.65, -4.88, 3.16], [-1.56, -5.21, 2.18], [-1.82, -4.30, 1.18], [-1.27, -3.03, 1.17], [-1.78, -1.87, -0.28], [-2.58, -0.59, -1.50], [-3.48, 0.32, -0.97], [-4.27, 1.11, -1.79], [-4.26, 0.93, -3.16], [-3.43, -0.04, -3.69], [-2.61, -0.82, -2.87], [-3.53, -2.27, 0.14], [-4.00, -1.96, 1.39], [-5.34, -2.16, 1.73], [-6.16, -2.77, 0.79], [-5.68, -3.15, -0.46], [-4.35, -2.83, -0.79], [0.64, 1.12, 2.89], [1.40, 1.44, 4.01], [1.38, 2.73, 4.55], [0.55, 3.69, 4.02], [-0.23, 3.37, 2.94], [-0.13, 2.12, 2.32], [-1.13, 1.79, 0.88], [-0.81, 3.23, -0.23], [0.27, 4.08, -0.07], [0.46, 5.16, -0.92], [-0.35, 5.34, -2.03], [-1.42, 4.48, -2.22], [-1.68, 3.48, -1.30], [-2.76, 2.24, 1.62], [-3.21, 1.51, 2.71], [-4.43, 1.79, 3.32], [-5.18, 2.88, 2.90], [-4.72, 3.66, 1.86], [-3.50, 3.37, 1.27], [2.32, -1.40, 2.78], [2.81, -1.75, 4.04], [4.17, -2.09, 4.18], [5.02, -2.05, 3.10], [4.54, -1.68, 1.85], [3.17, -1.43, 1.68], [2.49, -0.93, 0.09], [3.46, 0.59, -0.23], [3.85, 1.45, 0.80], [4.60, 2.58, 0.54], [5.01, 2.88, -0.74], [4.65, 2.04, -1.78], [3.85, 0.93, -1.53], [3.35, -2.13, -1.00], [4.65, -1.96, -1.48], [5.26, -2.98, -2.20], [4.63, -4.18, -2.40], [3.35, -4.37, -1.91], [2.72, -3.36, -1.19], [0.64, -3.33, 3.91], [-0.35, -5.56, 3.96], [-2.07, -6.18, 2.18], [-2.51, -4.56, 0.36], [-3.58, 0.40, 0.11], [-4.89, 1.91, -1.37], [-4.86, 1.57, -3.82], [-3.40, -0.19, -4.77], [-1.98, -1.61, -3.30], [-3.31, -1.54, 2.14], [-5.72, -1.87, 2.70], [-7.21, -2.98, 1.02], [-6.32, -3.67, -1.16], [-3.97, -3.10, -1.78], [2.07, 0.71, 4.47], [2.03, 2.94, 5.38], [0.53, 4.72, 4.40], [-0.92, 4.11, 2.51], [1.02, 3.91, 0.71], [1.28, 5.87, -0.72], [-0.18, 6.15, -2.74], [-2.08, 4.58, -3.09], [-2.58, 2.87, -1.43], [-2.56, 0.72, 3.12], [-4.79, 1.15, 4.12], [-6.12, 3.07, 3.42], [-5.31, 4.51, 1.52], [-3.12, 4.08, 0.53], [2.13, -1.79, 4.89], [4.51, -2.38, 5.17], [6.07, -2.31, 3.18], [5.22, -1.62, 1.00], [3.54, 1.24, 1.83], [4.91, 3.22, 1.35], [5.63, 3.77, -0.90], [4.99, 2.23, -2.80], [3.51, 0.30, -2.37], [5.20, -1.02, -1.35], [6.28, -2.82, -2.58], [5.09, -4.97, -3.01], [2.84, -5.32, -2.08], [1.71, -3.53, -0.77], [1.61, 2.66, -2.53], [1.15, 1.78, -1.82], [0.64, 0.93, -1.14], [-1.10, -3.29, -1.66], [-0.66, 1.40, -4.24], [0.31, 0.44, -4.35], [1.33, 0.55, -5.32], [2.33, -0.39, -5.34], [2.30, -1.45, -4.46], [1.21, -1.54, -3.60], [0.28, -0.60, -3.52], [-0.40, 2.31, -4.63], [-1.05, 1.42, -3.30], [1.35, 1.40, -6.01], [3.12, -0.34, -6.10], [3.09, -2.21, -4.43], [1.08, -2.37, -2.89]],
  "lowdin_spin": [2.098, -0.002, -0.002, 0.024, 0.003, -0.005, 0.007, 0.019, 0.177, 0.243, 0.142, 0.011, 0.003, -0.002, 0.008, 0.020, 0.001, 0.002, 0.003, 0.000, 0.003, -0.001, -0.025, -0.004, -0.001, 0.000, 0.001, -0.001, 0.052, 0.008, 0.004, 0.000, 0.003, 0.000, 0.003, 0.010, 0.002, 0.000, 0.003, 0.000, 0.004, 0.000, 0.000, 0.000, 0.000, 0.001, 0.003, 0.031, 0.003, 0.001, 0.000, 0.001, 0.000, 0.001, 0.006, 0.002, 0.000, 0.001, 0.000, 0.001, 0.002, -0.001, 0.001, 0.003, 0.002, 0.001, 0.000, 0.001, 0.003, 0.001, 0.000, 0.000, 0.000, 0.001, 0.000, 0.000, 0.000, 0.000, 0.000, 0.000, 0.000, 0.000, 0.000, 0.000, 0.000, 0.000, 0.000, 0.000, 0.000, 0.000, 0.000, 0.000, 0.000, 0.000, 0.000, 0.000, 0.000, 0.000, 0.000, 0.000, 0.000, 0.000, 0.002, 0.006, 0.032, 0.080, 0.000, 0.000, 0.000, 0.000, 0.000, 0.001, 0.000, 0.000, 0.000, 0.000, 0.000, 0.000, 0.002]
}